Molecular formula: C41H48GeN2O4ReSi2
Method: DFT, ωB97M-V/def2-TZVPD

Positions of all 99 atoms, in Å:
Re 0.323 -0.802 0.206
O -1.316 4.145 -1.766
C -0.012 4.337 -2.081
C 0.220 5.426 -2.921
C 1.496 5.751 -3.321
C 2.586 4.994 -2.888
C 2.364 3.917 -2.065
C 1.072 3.554 -1.649
C 0.960 2.355 -0.796
O -0.330 2.031 -0.460
N 1.988 1.732 -0.410
N 1.880 0.586 0.375
C 2.915 0.443 1.124
C 3.077 -0.556 2.145
C 4.333 -0.709 2.749
C 4.509 -1.569 3.807
C 3.398 -2.261 4.300
C 2.148 -2.103 3.735
C 1.977 -1.261 2.635
O 0.752 -1.139 2.109
H -1.394 3.474 -1.077
H -0.637 6.007 -3.235
H 1.650 6.604 -3.970
H 3.591 5.249 -3.194
H 3.193 3.311 -1.724
H 3.692 1.192 1.000
H 5.169 -0.135 2.364
H 5.482 -1.694 4.261
H 3.514 -2.929 5.144
H 1.282 -2.627 4.120
C -1.453 -1.208 -2.905
O -1.469 -1.449 -1.485
H -2.472 -1.105 -3.273
H -0.939 -2.008 -3.438
H -0.920 -0.273 -3.058
H -1.904 -2.294 -1.309
C 0.563 -4.632 -1.883
Si 1.075 -3.499 -0.502
C 2.453 -4.258 0.472
C -0.405 -3.397 0.706
C 1.485 -1.778 -1.217
Si 3.211 -1.516 -1.955
C 4.607 -2.013 -0.831
C 3.466 0.232 -2.532
C 3.278 -2.585 -3.477
H 0.432 -5.648 -1.496
H 1.328 -4.665 -2.659
H -0.378 -4.332 -2.354
H 2.054 -5.100 1.047
H 2.918 -3.563 1.174
H 3.229 -4.648 -0.190
H -0.921 -4.360 0.647
H -1.213 -2.657 0.572
H -0.058 -3.268 1.728
H 0.852 -1.693 -2.116
H 4.466 -1.704 0.205
H 5.529 -1.552 -1.198
H 4.756 -3.094 -0.838
H 3.852 0.886 -1.748
H 2.551 0.687 -2.922
H 4.200 0.211 -3.345
H 3.090 -3.638 -3.260
H 4.273 -2.519 -3.927
H 2.554 -2.257 -4.229
C -0.651 0.821 0.102
Ge -2.471 0.939 0.914
C -2.233 2.447 2.099
C -1.138 2.473 2.969
C -0.869 3.602 3.729
C -1.682 4.724 3.613
C -2.763 4.713 2.744
C -3.037 3.579 1.986
C -2.883 -0.760 1.744
C -2.371 -1.095 2.999
C -2.715 -2.299 3.602
C -3.581 -3.176 2.963
C -4.111 -2.848 1.720
C -3.766 -1.646 1.115
C -3.742 1.310 -0.482
C -3.368 1.539 -1.805
C -4.326 1.809 -2.774
C -5.670 1.844 -2.427
C -6.057 1.616 -1.112
C -5.098 1.350 -0.143
H -0.484 1.610 3.056
H -0.026 3.612 4.408
H -1.467 5.609 4.198
H -3.393 5.588 2.651
H -3.883 3.584 1.308
H -1.713 -0.413 3.522
H -2.319 -2.546 4.579
H -3.860 -4.107 3.440
H -4.806 -3.520 1.232
H -4.209 -1.381 0.161
H -2.321 1.523 -2.090
H -4.025 1.999 -3.796
H -6.417 2.054 -3.182
H -7.104 1.649 -0.842
H -5.414 1.173 0.880

## Properties
**Net charge**: +1
**Frontier orbital gap (spin up / spin down)**: 6.79 / 6.72 eV
**Energy relative to the best compared isomer or geometry (same formula, charge and spin)**: 2.827 eV
**Spin multiplicity**: 1

Molecular formula: C19H39BCl32O2
Method: DFT, ωB97M-V/def2-TZVPD

Positions of all 93 atoms, in Å:
B -1.743 2.215 -6.241
C -3.118 2.405 -5.511
C -4.143 2.694 -6.623
O -5.447 3.002 -6.081
C -6.363 2.023 -6.234
O -7.472 2.233 -6.623
H -0.897 3.052 -6.251
H -1.624 1.235 -6.887
H -3.429 1.467 -5.034
H -3.136 3.245 -4.810
H -3.856 3.590 -7.181
H -4.191 1.829 -7.292
H -6.027 1.031 -5.886
C -1.208 -2.070 -6.653
Cl -2.378 -2.753 -7.790
Cl -1.990 -1.030 -5.456
H -0.718 -2.883 -6.131
H -0.490 -1.482 -7.212
C -5.727 -2.067 -3.697
Cl -5.800 -1.056 -5.150
Cl -4.334 -1.672 -2.686
H -6.629 -1.899 -3.121
H -5.654 -3.105 -4.000
C 1.905 2.033 -8.315
Cl 0.966 0.876 -7.364
Cl 0.880 2.965 -9.413
H 2.391 2.719 -7.632
H 2.637 1.490 -8.902
C -5.191 0.553 0.441
Cl -6.291 -0.445 1.395
Cl -4.235 1.636 1.463
H -4.509 -0.099 -0.092
H -5.775 1.147 -0.253
C -3.760 5.672 1.752
Cl -3.772 6.767 0.363
Cl -2.320 5.881 2.755
H -4.640 5.868 2.353
H -3.760 4.648 1.399
C 1.330 4.456 2.903
Cl 0.137 3.943 1.718
Cl 0.629 5.476 4.181
H 1.752 3.572 3.367
H 2.101 5.028 2.401
C -5.187 -4.237 1.288
Cl -5.198 -3.235 -0.166
Cl -3.816 -3.832 2.332
H -6.103 -4.069 1.843
H -5.110 -5.277 0.994
C -0.600 6.720 -5.125
Cl -1.429 6.391 -3.600
Cl 0.006 5.234 -5.874
H -1.302 7.184 -5.807
H 0.236 7.380 -4.929
C 0.847 2.669 6.301
Cl 0.013 2.337 7.823
Cl 1.304 1.179 5.460
H 0.188 3.229 5.651
H 1.745 3.237 6.513
C -0.367 -3.786 1.372
Cl -0.447 -2.778 -0.078
Cl 1.019 -3.376 2.394
H -1.276 -3.631 1.940
H -0.275 -4.821 1.067
C 3.815 -1.742 4.563
Cl 3.854 -0.548 3.262
Cl 5.289 -1.701 5.543
H 2.971 -1.530 5.208
H 3.718 -2.728 4.126
C -7.688 -7.033 -0.455
Cl -7.693 -5.270 -0.610
Cl -7.708 -7.542 1.238
H -8.567 -7.430 -0.948
H -6.785 -7.413 -0.917
C 8.889 -3.060 4.997
Cl 8.943 -1.851 3.713
Cl 10.363 -3.060 5.977
H 8.047 -2.841 5.641
H 8.779 -4.039 4.545
C 9.714 -0.926 -0.161
Cl 9.714 0.324 -1.411
Cl 8.602 -2.246 -0.536
H 10.715 -1.332 -0.081
H 9.408 -0.475 0.776
C 0.748 -1.624 7.764
Cl -0.084 -1.937 9.289
Cl 1.194 -3.125 6.933
H 0.088 -1.057 7.119
H 1.651 -1.062 7.970
C 12.668 -1.944 8.919
Cl 12.874 -0.189 8.974
Cl 12.654 -2.661 10.535
H 11.724 -2.164 8.436
H 13.492 -2.370 8.360

## Properties
**Frontier orbital gap**: 10.48 eV
**Spin multiplicity**: 1

Molecular formula: C27H33AuN2O3
Method: DFT, ωB97M-V/def2-TZVPD

Positions of all 66 atoms, in Å:
Au -0.697 1.036 1.627
C 4.140 5.845 -0.323
C 4.401 4.347 -0.475
C 5.591 3.951 0.411
C 4.718 4.040 -1.946
C 3.194 3.519 -0.053
C 3.247 2.110 -0.146
C 2.144 1.324 0.234
N 1.049 1.849 0.699
C 0.847 3.261 0.847
C 2.034 4.070 0.406
C -1.496 3.255 -0.091
C -2.365 4.122 -0.726
C -3.698 3.780 -0.925
C -4.107 2.527 -0.452
C -3.213 1.714 0.185
N -1.916 2.060 0.368
C -4.635 4.745 -1.632
C -6.057 4.194 -1.728
C -4.662 6.066 -0.845
C -4.095 4.994 -3.050
H 5.030 6.394 -0.629
H 3.931 6.120 0.714
H 3.317 6.182 -0.956
H 6.468 4.528 0.118
H 5.849 2.896 0.311
H 5.388 4.160 1.463
H 5.579 4.630 -2.260
H 3.878 4.296 -2.594
H 4.969 2.990 -2.106
H 4.126 1.603 -0.516
H 2.182 0.243 0.157
H 1.901 5.140 0.470
H -1.962 5.060 -1.079
H -5.122 2.182 -0.576
H -3.504 0.744 0.565
H -6.495 4.015 -0.745
H -6.098 3.270 -2.308
H -6.687 4.922 -2.237
H -5.020 5.912 0.174
H -5.340 6.762 -1.338
H -3.680 6.538 -0.805
H -4.051 4.069 -3.625
H -3.099 5.440 -3.037
H -4.760 5.684 -3.570
C -1.231 7.441 2.775
O -0.776 6.678 3.896
C -0.229 5.488 3.698
C 0.205 4.803 4.836
C 0.764 3.558 4.703
C 0.887 2.906 3.458
C 1.278 1.489 3.611
C 2.339 1.108 4.587
O 0.689 0.529 3.055
C 0.506 3.635 2.305
O -0.198 3.660 -0.065
C -0.035 4.904 2.441
H -1.661 8.345 3.192
H -1.996 6.892 2.222
H -0.396 7.701 2.122
H 0.091 5.266 5.806
H 1.072 3.043 5.603
H 3.069 1.900 4.730
H 2.814 0.188 4.251
H 1.872 0.884 5.551
H -0.284 5.460 1.548

## Properties
**Net charge**: +2
**Frontier orbital gap (spin up / spin down)**: 8.31 / 6.15 eV
**Energy relative to the best compared isomer or geometry (same formula, charge and spin)**: 0.000 eV
**Spin multiplicity**: 3